Entry 1:
Formula: C28H17CeCl8N6O10
Source: OMol25
Level of theory: the ωB97M-V functional and the def2-TZVPD basis

Properties
Spin multiplicity   1
Lowest unoccupied orbital energy   0.71 eV
Orbital gap   6.4 eV
Charge   -1
Total energy   -171839.0090 eV

Last column: Löwdin charge in e.
Geometry (Å):
Ce 0.785 0.509 0.101  1.243
O 2.959 1.091 3.874  0.100
C 2.247 0.505 3.090  -0.542
O 2.264 0.637 1.790  -0.144
C 1.259 -0.540 3.627  -0.076
C 1.246 -1.794 2.743  -0.216
C 0.539 -2.945 3.469  -0.075
C -0.954 -2.538 3.334  -0.080
C -0.831 -1.190 2.625  -0.230
O 0.274 -1.444 1.724  -0.181
C -0.256 -0.133 3.586  -0.072
C -0.520 1.302 3.105  -0.548
O -0.838 2.140 3.921  0.091
O -0.389 1.489 1.821  -0.142
H 1.588 -0.756 4.640  0.153
H 2.194 -2.044 2.277  0.158
H 0.868 -3.010 4.506  0.116
H 0.743 -3.897 2.981  0.114
H -1.473 -2.452 4.287  0.116
H -1.498 -3.241 2.703  0.116
H -1.700 -0.877 2.060  0.148
H -0.709 -0.202 4.571  0.152
Cl 2.181 -7.270 -0.901  0.619
C 2.209 -5.533 -0.717  -0.689
C 1.058 -4.802 -0.953  -0.142
C 1.103 -3.429 -0.817  -0.532
Cl -0.322 -2.480 -1.096  0.831
C 2.261 -2.704 -0.439  -0.490
O 2.305 -1.425 -0.323  -0.248
C 3.390 -3.524 -0.202  -0.581
Cl 4.855 -2.730 0.292  0.696
C 3.379 -4.899 -0.340  -0.148
H 0.137 -5.293 -1.235  0.102
H 4.280 -5.466 -0.149  0.101
Cl 3.912 1.249 -1.202  0.766
C 3.024 2.746 -1.299  -0.655
C 1.768 2.758 -0.713  -0.222
C 1.133 4.001 -0.714  -0.658
Cl -0.385 4.178 0.105  0.755
C 1.684 5.134 -1.311  -0.701
Cl 0.838 6.639 -1.304  0.654
C 2.937 5.053 -1.918  -0.708
Cl 3.634 6.437 -2.673  0.658
C 3.626 3.846 -1.895  -0.704
Cl 5.196 3.724 -2.603  0.660
N -0.386 -0.122 -5.468  0.130
N 0.531 -0.228 -4.437  -0.273
N 1.801 -0.503 -4.639  0.143
C 2.277 -0.416 -3.407  -0.181
N 1.323 -0.079 -2.523  -0.029
N 0.206 0.009 -3.203  0.099
H -0.489 -1.030 -5.903  0.095
H -1.257 0.173 -5.043  0.097
H 3.305 -0.591 -3.148  0.097
O -0.897 1.676 -1.423  -0.080
C -1.750 1.029 -0.789  -0.600
O -1.466 -0.047 -0.168  -0.171
C -3.171 1.503 -0.741  -0.087
C -3.610 2.463 -1.642  0.008
C -4.927 2.899 -1.613  -0.050
C -5.807 2.386 -0.675  0.000
C -5.345 1.439 0.224  -0.128
C -4.040 0.986 0.207  0.086
N -6.280 0.887 1.218  -0.352
O -7.416 1.321 1.224  0.066
O -5.898 -0.043 1.897  0.083
H -2.898 2.869 -2.351  0.125
H -5.268 3.646 -2.318  0.107
H -6.837 2.705 -0.625  0.117
H -3.704 0.248 0.920  0.130

***

Entry 2:
Formula: C28H18AuN4O4
Source: OMol25
Level of theory: the ωB97M-V functional and the def2-TZVPD basis

Properties
Spin multiplicity   1
Lowest unoccupied orbital energy   1.87 eV
Orbital gap   7.4 eV
Charge   -1
Total energy   -47171.0191 eV

Last column: Löwdin charge in e.
Geometry (Å):
Au -0.442 -1.351 -2.739  0.741
N -8.537 -7.167 -3.167  0.130
C -7.602 -6.497 -3.119  -0.203
C -6.437 -5.662 -3.059  -0.255
C -5.284 -6.112 -2.415  -0.040
C -4.164 -5.307 -2.359  -0.030
C -4.160 -4.031 -2.942  -0.260
C -5.327 -3.595 -3.585  -0.030
C -6.450 -4.395 -3.644  -0.040
C -3.004 -3.202 -2.882  -0.184
C -2.019 -2.491 -2.827  -0.283
H -5.275 -7.094 -1.961  0.113
H -3.268 -5.652 -1.861  0.115
H -5.333 -2.613 -4.038  0.115
H -7.345 -4.048 -4.143  0.113
C -1.520 4.393 -0.533  -0.070
C -1.386 3.070 -0.920  -0.134
N -0.655 2.183 -0.247  0.098
C 0.002 2.611 0.821  -0.091
C -0.051 3.924 1.295  -0.213
C -0.856 4.820 0.604  -0.036
C 0.643 4.329 2.527  -0.044
C 1.880 4.038 2.931  -0.040
C 2.961 3.374 2.185  -0.281
C 4.086 2.913 2.863  -0.026
C 5.104 2.377 2.096  -0.144
N 5.032 2.285 0.774  0.096
C 3.899 2.724 0.220  -0.172
N 2.873 3.273 0.859  0.158
H -2.139 5.070 -1.108  0.096
H -1.891 2.696 -1.804  0.106
H 0.589 1.868 1.352  0.105
H -0.949 5.844 0.948  0.111
H 0.044 4.925 3.211  0.109
H 2.166 4.371 3.924  0.101
H 4.165 2.985 3.940  0.104
H 6.013 2.005 2.559  0.107
H 3.788 2.578 -0.849  0.102
O 3.112 0.866 -2.267  0.001
C 2.136 0.179 -1.963  -0.622
O 1.213 -0.132 -2.794  -0.261
C 2.059 -0.298 -0.521  -0.133
C 0.863 -0.523 0.143  -0.082
C 0.823 -0.848 1.505  0.005
C 2.027 -0.941 2.154  -0.219
O 2.277 -1.269 3.469  0.020
C 3.658 -0.978 3.654  -0.163
O 4.271 -0.939 2.377  0.012
C 3.226 -0.738 1.493  -0.206
C 3.281 -0.420 0.164  0.050
H -0.071 -0.389 -0.383  0.050
H -0.114 -1.009 2.020  0.120
H 4.116 -1.763 4.254  0.133
H 3.759 0.002 4.140  0.125
H 4.211 -0.236 -0.351  0.126

***

Entry 3:
Formula: C28H18MoN4O8S2
Source: OMol25
Level of theory: the ωB97M-V functional and the def2-TZVPD basis

Properties
Spin multiplicity   1
Lowest unoccupied orbital energy   -8.83 eV
Orbital gap   5.4 eV
Charge   +2
Total energy   -75176.3734 eV

Last column: Löwdin charge in e.
Geometry (Å):
Mo 0.257 -0.117 0.051  2.022
O 1.399 -0.005 -1.314  -0.247
C 1.785 0.656 -2.454  -0.242
C 2.772 0.114 -3.240  0.052
C 3.129 0.846 -4.373  0.008
C 2.519 2.060 -4.676  -0.012
C 1.531 2.579 -3.853  0.031
C 1.150 1.868 -2.712  -0.129
C 0.148 2.367 -1.824  0.042
N -0.278 1.773 -0.749  -0.078
N -1.262 2.492 -0.069  0.142
C -1.682 1.813 0.930  -0.318
O -1.128 0.578 1.109  -0.256
C -2.670 2.254 1.899  -0.160
C -3.045 1.415 2.948  -0.030
C -3.989 1.848 3.863  -0.044
C -4.553 3.110 3.727  -0.034
C -4.180 3.945 2.679  -0.041
C -3.240 3.523 1.759  -0.004
H 3.246 -0.820 -2.976  0.142
H 3.902 0.460 -5.023  0.132
H 2.820 2.605 -5.559  0.128
H 1.061 3.525 -4.084  0.136
H -0.316 3.325 -2.041  0.162
H -2.599 0.435 3.044  0.087
H -4.287 1.205 4.679  0.117
H -5.290 3.447 4.443  0.120
H -4.626 4.924 2.581  0.119
H -2.944 4.164 0.941  0.120
O 0.053 -1.835 1.176  -0.149
C -0.853 -2.709 1.195  -0.060
C -1.894 -2.833 0.252  -0.101
C -2.848 -3.859 0.412  0.100
C -3.790 -4.015 -0.565  -0.096
C -3.819 -3.215 -1.709  0.082
C -2.882 -2.214 -1.886  0.057
C -1.926 -2.012 -0.897  -0.249
O -1.018 -1.052 -1.048  -0.188
N -4.808 -5.081 -0.411  -0.345
O -4.759 -5.732 0.608  0.117
O -5.622 -5.185 -1.298  0.125
H -0.790 -3.433 2.012  0.170
H -2.844 -4.511 1.276  0.147
H -4.585 -3.398 -2.450  0.143
H -2.885 -1.589 -2.767  0.139
O 3.335 1.694 0.019  -0.231
S 3.302 0.481 0.766  0.711
O 3.644 -0.758 0.149  -0.240
N 1.618 0.331 1.387  -0.265
C 1.623 0.248 2.811  -0.755
S 0.305 0.069 3.712  0.923
C 2.990 0.471 3.326  -0.234
C 3.359 0.526 4.664  0.004
C 4.696 0.723 4.971  -0.012
C 5.657 0.865 3.971  -0.013
C 5.302 0.814 2.630  -0.001
C 3.960 0.623 2.355  -0.246
H 2.615 0.415 5.441  0.114
H 5.001 0.767 6.007  0.127
H 6.693 1.017 4.240  0.127
H 6.036 0.928 1.845  0.136

***

Entry 4:
Formula: C28H19Cl2CuINP
Source: OMol25
Level of theory: the ωB97M-V functional and the def2-TZVPD basis

Properties
Spin multiplicity   1
Lowest unoccupied orbital energy   1.92 eV
Orbital gap   4.1 eV
Charge   -1
Total energy   -117908.7822 eV

Last column: Löwdin charge in e.
Geometry (Å):
Cu 0.752 0.536 1.274  -0.023
I 2.440 1.504 -0.845  1.066
C 2.324 0.115 -2.425  -0.593
C 3.444 0.135 -3.213  -0.192
C 3.564 -0.657 -4.367  -0.086
C 2.520 -1.445 -4.731  -0.055
C 1.343 -1.496 -3.948  -0.164
C 0.289 -2.308 -4.421  -0.044
C -0.876 -2.395 -3.733  -0.067
C -0.996 -1.710 -2.515  -0.108
C -0.006 -0.922 -1.974  -0.260
P -0.451 -0.311 -0.269  0.944
C -1.283 -1.785 0.449  -0.350
C -2.654 -2.022 0.413  -0.101
C -3.192 -3.143 1.028  -0.088
C -2.364 -4.041 1.688  -0.094
C -0.998 -3.802 1.746  -0.078
C -0.465 -2.674 1.143  -0.086
C -1.864 0.808 -0.609  -0.349
C -2.317 1.173 -1.871  -0.083
C -3.370 2.073 -2.011  -0.091
C -3.981 2.609 -0.890  -0.096
C -3.525 2.258 0.377  -0.077
C -2.467 1.378 0.516  -0.094
C 1.214 -0.745 -2.726  -0.164
H 4.255 0.796 -2.942  0.071
H 4.468 -0.612 -4.959  0.103
H 2.561 -2.046 -5.632  0.107
H 0.433 -2.849 -5.350  0.110
H -1.697 -3.002 -4.093  0.105
H -1.917 -1.834 -1.963  0.091
H -3.313 -1.317 -0.084  0.104
H -4.262 -3.311 1.001  0.098
H -2.785 -4.912 2.175  0.097
H -0.349 -4.478 2.288  0.103
H 0.593 -2.455 1.239  0.099
H -1.845 0.766 -2.755  0.097
H -3.703 2.357 -3.002  0.097
H -4.798 3.311 -1.000  0.096
H -3.981 2.692 1.258  0.104
H -2.075 1.146 1.502  0.104
Cl 1.786 -0.005 5.711  0.553
C 2.257 1.547 5.045  -0.626
C 2.966 2.398 5.856  -0.191
C 3.383 3.650 5.396  -0.175
C 3.059 4.002 4.089  -0.195
C 2.350 3.139 3.282  -0.600
Cl 1.988 3.713 1.655  0.509
C 1.864 1.816 3.662  -0.587
N 1.184 0.988 2.947  -0.169
H 3.199 2.080 6.865  0.079
H 3.939 4.323 6.035  0.067
H 3.361 4.962 3.688  0.079